Density functional theory data (ωB97M-V/def2-TZVPD) for a 6-piece molecular cluster, C51H55ClF2N4O12PS overall.

HOMO-LUMO gap ... 7.036 eV
Strongest force on any atom ... 1.141 eV Å⁻¹
HOMO energy ... -11.31 eV
Charge ... +1
Molar mass ... 1052.5 g/mol

CARTESIAN COORDINATES (ANGSTROEM)
1 C -5.4805 -2.9732 2.9405
2 C -6.8345 -2.5655 2.3824
3 S -6.9745 -2.5685 0.5827
4 C -5.3874 -1.9482 0.0918
5 N -5.1085 -0.5031 0.4263
6 N -6.1502 0.1613 0.8940
7 C -5.9807 1.4152 1.1836
8 N -7.1607 2.0874 1.6980
9 C -7.8244 1.3070 2.6914
10 O -8.8986 0.8545 2.6159
11 F -7.0271 1.1693 3.7298
12 C -8.0833 2.4413 0.6667
13 O -8.0709 2.0715 -0.4455
14 F -8.9316 3.3183 1.1415
15 C -4.7564 2.1101 1.1089
16 C -4.6941 3.5378 1.5606
17 C -5.0622 4.5914 0.4699
18 C -5.2521 4.0615 -0.9431
19 Cl -5.1496 5.4185 -2.1004
20 C -3.6654 1.3791 0.6628
21 C -2.2880 1.9682 0.6828
22 C -1.9478 3.0340 -0.3816
23 C -0.4443 3.3152 -0.3629
24 C 0.0765 3.9234 -1.6593
25 C 1.6001 4.0487 -1.6658
26 N 2.3123 2.7618 -1.6737
27 C -3.8819 0.0199 0.2606
28 P -2.3713 -0.8368 -0.3442
29 C -2.5828 -2.5887 -0.8508
30 C -1.2636 -3.0594 -1.4763
31 C -2.0583 0.0237 -1.9375
32 C -3.2847 0.4897 -2.7371
33 H -5.1274 -3.9119 2.5146
34 H -5.5360 -3.0955 4.0194
35 H -4.7163 -2.2170 2.7517
36 H -7.1150 -1.5906 2.7759
37 H -7.5847 -3.2797 2.7144
38 H -5.3013 -2.0673 -0.9804
39 H -4.6274 -2.5116 0.6120
40 H -5.3787 3.6504 2.3936
41 H -3.6829 3.7444 1.8956
42 H -5.9910 5.0760 0.7665
43 H -4.3041 5.3675 0.4307
44 H -6.2191 3.6046 -1.1173
45 H -4.4829 3.3595 -1.2514
46 H -1.5311 1.1919 0.6521
47 H -2.1736 2.4491 1.6569
48 H -2.4558 3.9568 -0.1053
49 H -2.2761 2.7349 -1.3752
50 H 0.1097 2.4035 -0.1292
51 H -0.2206 4.0086 0.4516
52 H -0.3446 4.9206 -1.7906
53 H -0.2401 3.3061 -2.5053
54 H 1.9137 4.6365 -2.5262
55 H 1.8747 4.5976 -0.7639
56 H 2.7041 2.5571 -0.7668
57 H 1.6901 2.0063 -1.9274
58 H -2.8061 -3.2198 0.0049
59 H -3.3855 -2.7436 -1.5718
60 H -1.1650 -2.7053 -2.4989
61 H -0.4007 -2.7282 -0.9027
62 H -1.2813 -4.1458 -1.5259
63 H -1.3653 0.8426 -1.7577
64 H -1.5099 -0.6920 -2.5449
65 H -4.0350 0.9630 -2.1043
66 H -3.7317 -0.3338 -3.2859
67 H -2.9801 1.2531 -3.4527
68 C 4.4703 -3.9644 -1.5114
69 C 3.3372 -3.2710 -1.5338
70 C 2.6971 -2.8103 -0.2768
71 O 1.6571 -2.1752 -0.3074
72 C 3.3598 -3.1473 0.9968
73 C 4.4948 -3.8390 1.0273
74 C 5.1382 -4.2990 -0.2252
75 O 6.1807 -4.9201 -0.2154
76 H 4.9591 -4.3128 -2.4132
77 H 2.8317 -3.0106 -2.4558
78 H 2.8738 -2.7932 1.8968
79 H 4.9994 -4.0896 1.9512
80 C 7.5656 -8.4958 1.3502
81 C 6.4306 -7.8024 1.3359
82 C 5.7638 -7.3915 2.5968
83 O 4.7253 -6.7675 2.5864
84 C 6.4117 -7.7827 3.8734
85 C 7.5451 -8.4782 3.8887
86 C 8.2146 -8.8877 2.6264
87 O 9.2491 -9.5168 2.6425
88 H 8.0707 -8.8051 0.4442
89 H 5.9447 -7.5010 0.4179
90 H 5.9026 -7.4726 4.7773
91 H 8.0339 -8.7796 4.8070
92 C 6.8154 1.2608 -2.2709
93 C 6.0315 0.7604 -1.3205
94 C 6.1724 -0.6450 -0.8694
95 O 5.4492 -1.1059 -0.0075
96 C 7.2220 -1.4744 -1.5109
97 C 8.0078 -0.9754 -2.4613
98 C 7.8673 0.4323 -2.9177
99 O 8.5800 0.8876 -3.7822
100 H 6.7304 2.2821 -2.6196
101 H 5.2588 1.3436 -0.8362
102 H 7.3097 -2.4965 -1.1612
103 H 8.7805 -1.5596 -2.9443
104 C -6.7774 7.8506 -5.5172
105 C -5.8240 8.1208 -4.6313
106 C -5.2403 9.4807 -4.5138
107 O -4.3700 9.7195 -3.7047
108 C -5.7629 10.5306 -5.4236
109 C -6.7169 10.2624 -6.3110
110 C -7.3011 8.9014 -6.4286
111 O -8.1702 8.6548 -7.2341
112 H -7.2172 6.8666 -5.6202
113 H -5.4258 7.3753 -3.9556
114 H -5.3233 11.5144 -5.3198
115 H -7.1129 11.0112 -6.9848
116 C 7.8483 -4.6157 5.3926
117 C 8.8009 -4.0063 6.0927
118 C 9.0676 -2.5531 5.9314
119 O 9.9339 -1.9980 6.5674
120 C 8.2283 -1.8079 4.9574
121 C 7.2763 -2.4189 4.2585
122 C 7.0107 -3.8701 4.4225
123 O 6.1370 -4.4172 3.7793
124 H 7.6409 -5.6725 5.4933
125 H 9.4244 -4.5295 6.8063
126 H 8.4404 -0.7513 4.8553
127 H 6.6539 -1.8974 3.5415